No. 1
{"formula": "C3H6N2O", "method": "ωB97M-V with the def2-TZVPD basis set", "relative_energy_kcal_mol": 68.3, "molar_mass_g_mol": 86.094, "largest_force_ev_per_a": 1.35, "total_charge": 0, "homo_lumo_gap_ev": 9.3, "species": ["H", "N", "C", "H", "N", "H", "H", "C", "C", "H", "H", "O"], "coordinates": [[2.02435, 0.25696, -2.29431], [-0.41945, 0.51449, 0.52506], [-1.06053, -0.68586, 1.13996], [-1.72478, -0.38307, 1.94449], [0.48087, -1.52086, -0.87620], [-0.30996, -1.39059, 1.52424], [-1.61991, -1.28134, 0.40227], [1.41808, 0.71339, -1.49409], [0.64061, -0.35069, -0.83635], [0.19489, 1.06359, 1.12523], [-1.05407, 1.17174, 0.07471], [1.42989, 1.89224, -1.23501]], "forces_ev_per_a": [[0.09, 0.28, -0.04], [-0.27, -0.14, 0.25], [-0.04, 0.42, 0.15], [-0.09, -0.03, 0.10], [0.38, 0.54, -0.34], [-0.04, 0.57, -0.13], [0.25, 0.63, 0.07], [0.14, 0.35, -0.07], [0.14, -1.28, -0.41], [-0.29, -0.38, 0.10], [-0.07, -0.34, 0.24], [-0.20, -0.62, 0.08]], "nbo_charge": [0.15, -0.74, -0.43, 0.19, -0.42, 0.23, 0.23, 0.36, 0.14, 0.40, 0.39, -0.51]}

=====

No. 2
{"formula": "C3H6N2O", "method": "ωB97M-V with the def2-TZVPD basis set", "relative_energy_kcal_mol": 65.6, "molar_mass_g_mol": 86.094, "largest_force_ev_per_a": 3.29, "total_charge": 0, "homo_lumo_gap_ev": 9.6, "species": ["C", "N", "H", "O", "H", "H", "C", "H", "N", "H", "H", "C"], "coordinates": [[1.34723, -0.12915, -0.19587], [0.62031, 1.03508, -0.01776], [-1.06002, 0.98193, -1.30654], [2.54978, -0.24789, -0.30269], [-1.57882, -1.17264, 0.81985], [1.06465, 1.89669, -0.30148], [-0.86850, -0.68347, 0.14676], [-0.92089, -0.53838, 1.53840], [0.40097, -1.15792, -0.23514], [0.69448, -2.11629, -0.29115], [-1.44584, 1.35635, 0.40015], [-0.80334, 0.77570, -0.25452]], "forces_ev_per_a": [[0.00, -0.23, -0.07], [0.10, 0.00, -0.02], [-0.05, -0.31, 0.20], [-0.45, 0.06, -0.02], [-1.30, -1.21, -2.23], [-0.11, -0.18, -0.01], [0.39, 0.86, 3.15], [1.60, 0.84, -1.41], [0.23, -0.19, 0.13], [-0.02, 0.03, 0.12], [0.04, 0.26, -0.07], [-0.41, 0.08, 0.21]], "nbo_charge": [0.78, -0.64, 0.19, -0.62, 0.29, 0.41, -0.23, 0.09, -0.65, 0.42, 0.21, -0.24]}

=====

No. 3
{"formula": "C3H6N2O", "method": "ωB97M-V with the def2-TZVPD basis set", "relative_energy_kcal_mol": 91.1, "molar_mass_g_mol": 86.094, "largest_force_ev_per_a": 0.41, "total_charge": 0, "homo_lumo_gap_ev": 7.8, "species": ["H", "H", "C", "H", "O", "N", "C", "H", "N", "H", "C", "H"], "coordinates": [[1.43379, 0.59540, 0.84228], [2.34595, 0.11781, -0.46889], [0.24542, 0.12097, -0.73792], [1.59724, -1.02597, 0.45959], [-1.77624, 0.00119, -0.20692], [1.49762, -0.08443, 0.06042], [-0.82935, -0.95898, -0.76892], [-1.17618, -1.32987, -1.73946], [-0.53907, 1.70167, 1.00070], [-0.71116, -1.80910, -0.07272], [-0.69493, 0.81190, 0.10062], [-1.39309, 1.85942, 1.53123]], "forces_ev_per_a": [[0.01, -0.06, -0.09], [-0.19, -0.06, 0.06], [-0.01, -0.02, 0.04], [-0.10, 0.11, -0.03], [-0.07, 0.10, 0.07], [0.27, 0.02, 0.04], [-0.05, -0.35, -0.21], [0.08, 0.09, 0.16], [-0.21, -0.21, -0.23], [0.04, 0.13, -0.08], [0.14, 0.24, 0.28], [0.08, -0.01, -0.02]], "nbo_charge": [0.44, 0.42, -0.34, 0.40, -0.51, -0.69, -0.09, 0.18, -0.83, 0.15, 0.52, 0.36]}

=====

No. 4
{"formula": "C3H6N2O", "method": "ωB97M-V with the def2-TZVPD basis set", "relative_energy_kcal_mol": 130.6, "smiles": "C=CNO.C#N", "molar_mass_g_mol": 86.094, "largest_force_ev_per_a": 4.66, "total_charge": 0, "homo_lumo_gap_ev": 9.7, "species": ["H", "N", "H", "N", "C", "C", "H", "H", "H", "H", "C", "O"], "coordinates": [[-1.78010, 0.51729, 0.50358], [0.56835, 1.13509, -1.96271], [1.49371, -1.07781, 0.34401], [-0.96593, 0.12957, 0.02088], [-0.40508, 0.45027, -1.88788], [0.31583, 0.65391, 0.60385], [-0.52999, -1.60228, 0.73916], [-1.02949, -0.36725, -2.20003], [0.11033, 1.50348, 1.24181], [2.09164, 0.13402, 1.58210], [1.28786, -0.20842, 0.95257], [-1.15714, -1.26788, 0.06265]], "forces_ev_per_a": [[0.50, 0.12, -0.02], [-3.07, -1.71, -0.14], [-0.24, -0.40, 0.26], [0.80, 0.86, 1.64], [3.72, 1.75, -2.20], [-2.38, -2.98, 2.38], [-0.38, 0.17, -0.21], [-0.21, 0.26, 0.01], [0.25, 0.56, -0.59], [0.10, 0.08, 0.06], [0.11, 1.30, -1.39], [0.80, 0.00, 0.18]], "nbo_charge": [0.37, -0.44, 0.21, -0.31, 0.08, 0.01, 0.47, 0.21, 0.21, 0.22, -0.47, -0.57]}

=====

No. 5
{"formula": "C3H6N2O", "method": "ωB97M-V with the def2-TZVPD basis set", "relative_energy_kcal_mol": 49.2, "smiles": "N=C=NC=O.C", "molar_mass_g_mol": 86.094, "largest_force_ev_per_a": 1.17, "total_charge": 0, "homo_lumo_gap_ev": 11.3, "species": ["C", "H", "H", "C", "H", "H", "H", "N", "C", "O", "H", "N"], "coordinates": [[-1.97997, 1.53222, 0.35977], [2.96503, -0.05545, 0.21829], [2.13491, -1.64426, 0.10214], [2.02033, -0.56131, 0.02374], [1.30755, -0.22453, 0.77537], [-0.60536, -1.62526, -1.26028], [-2.85056, 0.83656, 0.39806], [-0.70678, 0.87699, 0.56553], [-0.81052, -0.22563, 0.02568], [-2.08929, 2.70750, 0.19090], [1.67557, -0.29257, -0.98140], [-1.06091, -1.32426, -0.41779]], "forces_ev_per_a": [[-0.08, 0.85, 0.11], [0.04, -0.14, -0.08], [0.10, 0.13, -0.05], [0.12, -0.02, 0.06], [0.32, -0.06, -0.11], [-0.09, -0.15, -0.45], [0.26, 0.27, -0.02], [-1.13, -0.05, -0.31], [-0.07, -0.64, -0.02], [0.03, -0.36, 0.14], [0.08, -0.03, 0.24], [0.42, 0.19, 0.49]], "nbo_charge": [0.53, 0.22, 0.21, -0.85, 0.22, 0.41, 0.11, -0.57, 0.69, -0.49, 0.20, -0.69]}

=====

No. 6
{"formula": "C3H6N2O", "method": "ωB97M-V with the def2-TZVPD basis set", "relative_energy_kcal_mol": 52.5, "smiles": "C/N=C/NC=O", "molar_mass_g_mol": 86.094, "largest_force_ev_per_a": 0.66, "total_charge": 0, "homo_lumo_gap_ev": 10.1, "species": ["C", "H", "H", "C", "H", "N", "C", "H", "H", "N", "H", "O"], "coordinates": [[-0.61838, -0.66695, -0.52618], [1.82903, -0.62533, 1.29918], [-2.40402, 0.34997, -0.94013], [-0.89195, 1.44446, 0.15761], [1.74193, -1.90065, 0.05367], [0.49653, -0.18725, -0.16064], [1.70969, -0.81869, 0.22461], [2.54762, -0.32736, -0.27996], [-0.43789, 2.00094, -0.67888], [-1.63012, 0.24250, -0.29305], [-0.85019, -1.66653, -0.92080], [-0.86810, 1.81270, 1.29627]], "forces_ev_per_a": [[0.37, 0.07, 0.16], [0.11, -0.17, -0.17], [0.19, 0.00, 0.05], [-0.21, 0.42, 0.31], [0.05, -0.01, -0.07], [-0.19, -0.14, -0.04], [0.25, -0.21, -0.03], [-0.05, -0.20, 0.03], [-0.14, 0.08, 0.10], [-0.02, 0.03, -0.01], [0.05, 0.17, 0.18], [-0.40, -0.04, -0.52]], "nbo_charge": [0.29, 0.21, 0.39, 0.57, 0.18, -0.49, -0.42, 0.21, 0.12, -0.68, 0.16, -0.53]}

=====

No. 7
{"formula": "C3H6N2O", "method": "ωB97M-V with the def2-TZVPD basis set", "relative_energy_kcal_mol": 92.1, "molar_mass_g_mol": 86.094, "largest_force_ev_per_a": 0.53, "total_charge": 0, "homo_lumo_gap_ev": 7.7, "species": ["H", "O", "H", "C", "H", "H", "H", "N", "C", "C", "N", "H"], "coordinates": [[-0.70866, -1.81791, -0.13774], [-1.77494, 0.00865, -0.19191], [2.26113, 0.01050, -0.58728], [-0.70184, 0.82046, 0.16168], [-1.48324, 1.89462, 1.51162], [-1.14157, -1.23790, -1.78090], [1.61686, -1.06098, 0.50822], [-0.59549, 1.73490, 1.03986], [0.24696, 0.13935, -0.66784], [-0.82060, -0.92654, -0.78065], [1.51201, -0.12867, 0.08028], [1.58938, 0.56353, 0.84467]], "forces_ev_per_a": [[-0.03, 0.13, -0.03], [-0.14, 0.10, 0.09], [0.40, -0.05, 0.35], [0.09, 0.21, 0.27], [0.08, 0.01, 0.05], [0.04, 0.06, 0.18], [-0.21, 0.11, -0.16], [-0.23, -0.22, -0.17], [-0.07, -0.04, 0.05], [-0.09, -0.35, -0.21], [0.28, 0.03, -0.11], [-0.12, 0.02, -0.29]], "nbo_charge": [0.15, -0.52, 0.42, 0.52, 0.35, 0.18, 0.39, -0.81, -0.35, -0.09, -0.69, 0.44]}

=====

No. 8
{"formula": "C3H6N2O", "method": "ωB97M-V with the def2-TZVPD basis set", "relative_energy_kcal_mol": 61.1, "smiles": "[H]/N=C(/C=O)NC", "molar_mass_g_mol": 86.094, "largest_force_ev_per_a": 2.43, "total_charge": 0, "homo_lumo_gap_ev": 9.3, "species": ["H", "H", "O", "C", "C", "H", "N", "C", "H", "N", "H", "H"], "coordinates": [[-1.02295, 1.32177, -0.77633], [2.78560, -0.21785, -0.47633], [1.88071, 0.56387, 1.16129], [-1.27449, 0.87516, 0.19306], [0.58982, -0.64940, -0.39618], [-0.60815, -1.45724, -1.13622], [0.43013, -1.40096, -1.40724], [1.86839, -0.05367, 0.12122], [-2.36347, 0.75638, 0.22611], [-0.65360, -0.43107, 0.29075], [-0.68826, -0.84716, 1.20745], [-0.94373, 1.54016, 0.99241]], "forces_ev_per_a": [[-0.04, -0.09, 0.21], [-0.21, -0.03, 0.02], [0.08, -0.28, -0.52], [-0.03, 0.29, 0.14], [-0.62, -0.05, 0.24], [0.94, -1.14, -1.92], [-0.39, 0.33, 0.57], [-0.03, 0.17, 0.30], [0.20, 0.11, 0.08], [0.08, 0.18, 0.67], [0.12, 0.27, 0.30], [-0.10, 0.24, -0.08]], "nbo_charge": [0.20, 0.14, -0.49, -0.41, 0.26, 0.38, -0.53, 0.37, 0.20, -0.70, 0.39, 0.19]}